No. 1
Here is a gas-phase ion, C6H10O (charge +1) from the OMol25 dataset. Energies are from ωB97M-V/def2-TZVPD.

Values from the calculation:
multiplicity: 2
total charge: +1
gap between HOMO and LUMO (alpha / beta): 8.83 / 5.50 eV
⟨S²⟩: 0.755
ΔE to the lowest compared entry with this formula, charge and spin: 319.5 kJ/mol
lowest unoccupied orbital energy (alpha / beta): -5.4 / -8.6 eV

Each line ends with the Mulliken spin population.
Atoms and positions in Å:
O1 0.122 0.359 -2.508  0.0372
C1 0.589 -0.022 -1.407  0.0016
C2 1.422 0.723 -0.408  0.0423
C3 0.896 0.324 0.970  0.0472
C4 -0.471 -0.379 1.034  0.2175
C5 -0.720 -1.675 1.487  0.4625
C6 -1.680 0.491 0.709  0.0513
H1 0.516 -1.113 -1.289  0.0095
H2 1.260 1.725 -0.889  0.0005
H3 2.545 0.505 -0.510  0.0030
H4 1.482 0.026 1.901  -0.0009
H5 0.674 1.425 1.259  0.0168
H6 -1.673 -1.831 1.951  0.0335
H7 0.004 -2.440 1.349  0.0376
H8 -2.254 0.076 -0.187  0.0188
H9 -2.350 0.461 1.640  0.0227
H10 -1.396 1.522 0.535  -0.0010

Forces on atoms 1 to 2 (eV/Å):
1.508 -0.208 4.250
-0.333 -0.761 -5.135

***

No. 2
Here is a single C6H10O2 molecule from the OMol25 dataset. Energies are from ωB97M-V/def2-TZVPD.

Values from the calculation:
total charge: 0
gap between HOMO and LUMO: 10.12 eV
ΔE to the lowest compared entry with this formula, charge and spin: 141.8 kJ/mol
lowest unoccupied orbital energy: 0.8 eV

Each line ends with the Löwdin charge.
Atoms and positions in Å:
C1 -0.065 1.026 -1.132  0.0711
C2 0.278 -0.044 -0.431  -0.3748
C3 -0.624 -0.972 0.324  -0.0550
C4 -1.453 -0.484 1.492  -0.4399
C5 -1.537 0.998 1.735  -0.0123
O1 -2.019 -1.286 2.195  0.0793
O2 1.574 -0.543 -0.290  -0.1356
C6 2.369 -0.615 -1.457  -0.0823
H1 0.653 1.618 -1.671  0.0624
H2 -1.094 1.328 -1.194  0.0665
H3 -1.306 -1.474 -0.367  0.1392
H4 0.162 -1.703 0.699  0.1571
H5 -1.960 1.182 2.719  0.0848
H6 -0.558 1.461 1.645  0.0832
H7 -2.189 1.443 0.985  0.0865
H8 3.329 -1.024 -1.144  0.0907
H9 2.538 0.366 -1.912  0.0798
H10 1.902 -1.277 -2.196  0.0992

Forces on atoms 1 to 2 (eV/Å):
0.295 -0.099 -0.158
0.477 -0.339 0.079

***

No. 3
Here is a single C6H10O2 molecule from the OMol25 dataset. Energies are from ωB97M-V/def2-TZVPD.

Values from the calculation:
total charge: 0
gap between HOMO and LUMO: 10.33 eV
ΔE to the lowest compared entry with this formula, charge and spin: 686.1 kJ/mol
lowest unoccupied orbital energy: 0.9 eV

Each line ends with the Löwdin charge.
Atoms and positions in Å:
C1 -0.515 1.727 1.261  -0.1625
O1 -0.672 0.992 0.107  -0.1589
C2 0.469 0.062 -0.036  -0.3434
C3 -0.058 -1.293 0.560  -0.0785
C4 -1.062 -1.522 -0.591  -0.1946
O2 -0.619 -1.076 -1.912  -0.0547
C5 0.630 -0.441 -1.326  -0.2607
C6 1.478 0.751 -1.037  0.0854
H1 0.476 2.321 1.320  0.1075
H2 -0.432 1.319 2.296  0.0837
H3 -1.405 2.420 1.357  0.1052
H4 -0.561 -1.095 1.555  0.1374
H5 0.667 -1.932 0.689  0.0494
H6 -1.489 -2.689 -0.531  0.1712
H7 -1.916 -0.739 -0.217  0.1574
H8 1.261 -1.271 -1.176  0.1354
H9 2.684 0.806 -1.108  0.1603
H10 1.064 1.660 -1.211  0.0605

Forces on atoms 1 to 2 (eV/Å):
0.575 3.126 1.960
1.536 -1.109 -0.049